(1)
Entry from OMol25: one molecule with the formula C3H7N3S in a non-equilibrium geometry (ωB97M-V/def2-TZVPD).

Element x y z (Å)
H1 0.367 -2.722 -0.419
N1 1.335 -2.416 -0.174
C1 1.311 -1.164 0.043
N2 0.235 -0.157 -0.009
C2 0.783 1.201 0.140
C3 -1.121 -0.318 -0.068
N3 -1.822 0.838 -0.273
S1 -1.967 -1.726 0.136
H2 2.312 -0.715 0.148
H3 0.250 1.843 0.861
H4 0.818 1.710 -0.832
H5 1.780 1.117 0.590
H6 -2.816 0.764 -0.041
H7 -1.464 1.745 -0.103

Output
- HOMO (Eh) = -0.315
- charge = 0
- energy relative to the best compared isomer or geometry (same formula, charge and spin) (kcal/mol) = 20.6
- calculated total energy (Eh) = -680.94941
- spin multiplicity = 1
- structure (SMILES) = [H]/N=C\N(C)C(N)=S
- LUMO level (eV) = 0.5
- molar mass (u) = 117.18

(2)
Entry from OMol25: a 11-piece molecular cluster, C17H57N15O14 overall in a non-equilibrium geometry (ωB97M-V/def2-TZVPD).

Element x y z (Å)
C1 -2.643 -3.086 2.777
O1 -1.945 -4.353 2.688
C2 -2.815 -5.338 1.928
C3 -2.195 -6.668 2.087
C4 -3.153 -7.721 1.542
N1 -1.920 -6.927 3.503
H1 -2.864 -2.756 1.725
H2 -1.951 -2.320 3.181
H3 -3.567 -3.158 3.414
H4 -3.847 -5.367 2.345
H5 -2.691 -5.043 0.835
H6 -1.336 -6.758 1.494
H7 -4.046 -7.827 2.196
H8 -2.671 -8.762 1.466
H9 -3.496 -7.411 0.534
H10 -1.438 -6.177 3.909
H11 -2.785 -6.858 3.998
N2 -0.592 1.448 -4.359
C5 -0.113 2.163 -5.457
N3 -0.572 3.493 -5.780
O2 0.584 1.632 -6.317
H12 -0.033 0.652 -4.105
H13 -1.117 1.900 -3.648
H14 -1.173 3.935 -5.172
H15 -0.686 3.713 -6.774
N4 -1.437 0.047 4.461
C6 -1.822 1.171 3.806
N5 -0.866 1.743 2.978
O3 -2.943 1.631 3.988
H16 -0.527 -0.395 4.354
H17 -2.031 -0.042 5.281
H18 -0.116 1.039 2.978
H19 -1.181 2.355 2.173
N6 0.091 4.885 -3.126
C7 -0.752 4.172 -2.294
N7 -0.631 4.402 -0.978
O4 -1.623 3.428 -2.824
H20 0.674 5.585 -2.700
H21 0.180 4.486 -4.045
H22 0.187 4.857 -0.525
H23 -1.201 3.865 -0.333
N8 -0.517 -3.746 -2.181
C8 -0.656 -4.445 -0.997
N9 -0.375 -3.690 0.120
O5 -1.071 -5.588 -0.935
H24 -0.439 -2.776 -2.112
H25 -1.140 -3.952 -2.834
H26 -0.620 -4.083 1.040
H27 -0.240 -2.715 0.076
N10 2.863 3.636 -2.366
C9 2.664 2.494 -3.128
N11 2.840 2.552 -4.497
O6 2.405 1.450 -2.599
H28 2.743 3.642 -1.363
H29 3.308 4.507 -2.676
H30 2.523 1.794 -5.051
H31 2.813 3.408 -4.967
N12 -3.623 2.581 -0.643
C10 -3.434 2.609 0.640
N13 -4.341 2.024 1.486
O7 -2.487 3.240 1.134
H32 -4.342 1.984 -1.117
H33 -2.781 2.848 -1.204
H34 -5.273 1.724 1.203
H35 -4.127 2.268 2.471
N14 2.369 -2.519 2.959
C11 1.979 -1.177 2.720
N15 2.680 -0.478 1.811
O8 0.973 -0.715 3.253
H36 1.770 -3.095 3.512
H37 2.755 -3.035 2.114
H38 3.430 -0.867 1.272
H39 2.132 0.277 1.419
O9 1.767 4.943 0.330
C12 1.026 4.483 1.472
C13 1.865 4.680 2.736
O10 1.806 6.078 3.060
H40 2.195 5.812 0.565
H41 0.123 5.073 1.622
H42 0.819 3.389 1.369
H43 2.849 4.296 2.529
H44 1.389 4.139 3.571
H45 2.417 6.273 3.750
O11 3.862 -0.620 -1.717
C14 3.881 -1.902 -2.175
C15 4.391 -2.741 -1.009
O12 3.455 -2.726 0.057
H46 3.574 -0.055 -2.409
H47 2.890 -2.186 -2.636
H48 4.540 -2.196 -3.006
H49 5.345 -2.311 -0.551
H50 4.475 -3.771 -1.447
H51 2.578 -3.036 -0.249
O13 1.527 1.497 -0.077
C16 0.130 1.412 -0.352
C17 -0.301 -0.061 -0.453
O14 0.521 -0.804 -1.258
H52 2.094 1.506 -0.880
H53 -0.489 1.935 0.306
H54 -0.035 1.789 -1.418
H55 -1.356 0.017 -0.736
H56 -0.319 -0.524 0.590
H57 1.265 -0.177 -1.345

Output
- HOMO (Eh) = -0.332
- charge = 0
- calculated total energy (Eh) = -2556.85052
- spin multiplicity = 1
- structure (SMILES) = COC[C@H](C)N.NC(N)=O.NC(N)=O.NC(N)=O.NC(N)=O.NC(N)=O.NC(N)=O.NC(N)=O.OCCO.OCCO.OCCO
- LUMO level (eV) = -0.1
- molar mass (u) = 695.73

(3)
Entry from OMol25: C17H25CrN3O3S as an isolated structure (ωB97M-V/def2-TZVPD).

Element x y z (Å)
Cr1 0.025 -0.166 0.181
C1 1.193 -2.007 -1.048
C2 1.890 -1.734 0.157
C3 2.299 -0.378 0.115
C4 1.922 0.159 -1.160
C5 1.274 -0.859 -1.882
C6 0.699 -0.778 -3.261
C7 2.259 1.542 -1.635
C8 3.126 0.332 1.143
C9 2.131 -2.667 1.305
C10 0.568 -3.304 -1.462
H1 -0.352 -1.075 -3.279
H2 1.241 -1.420 -3.964
H3 0.729 0.242 -3.644
H4 1.973 2.310 -0.912
H5 1.736 1.785 -2.560
H6 3.334 1.649 -1.818
H7 4.201 0.183 0.983
H8 2.898 -0.010 2.154
H9 2.940 1.407 1.120
H10 1.556 -2.397 2.195
H11 3.187 -2.676 1.592
H12 1.861 -3.692 1.048
H13 -0.467 -3.170 -1.787
H14 0.554 -4.026 -0.645
H15 1.108 -3.762 -2.299
C11 -3.686 -1.299 3.979
O1 -2.336 -1.118 3.587
C12 -1.960 -1.353 2.311
O2 -0.785 -1.294 2.029
N1 -2.981 -1.656 1.444
N2 -2.608 -1.970 0.133
H16 -3.679 -1.287 5.065
H17 -4.077 -2.252 3.618
H18 -4.308 -0.474 3.619
H19 -3.831 -1.121 1.571
H20 -2.598 -1.126 -0.445
H21 -3.238 -2.675 -0.222
O3 -0.425 1.464 1.069
N3 -0.529 2.501 0.188
C13 0.024 3.710 0.590
C14 -0.064 4.800 -0.230
C15 -0.718 4.721 -1.465
C16 -1.299 3.466 -1.822
C17 -1.216 2.369 -1.008
S1 -1.859 0.788 -1.422
H22 0.502 3.683 1.555
H23 0.389 5.724 0.108
H24 -0.788 5.575 -2.122
H25 -1.813 3.337 -2.765

Output
- HOMO (alpha / beta) (Eh) = -0.034 / -0.141
- charge = -1
- energy relative to the best compared isomer or geometry (same formula, charge and spin) (kcal/mol) = 18.8
- calculated total energy (Eh) = -2495.41097
- spin multiplicity = 6
- LUMO level (alpha / beta) (eV) = 2.5 / 2.5
- molar mass (u) = 403.47

(4)
Entry from OMol25: one molecule with the formula C2H6N2S in a non-equilibrium geometry (ωB97M-V/def2-TZVPD).

Element x y z (Å)
H1 3.243 0.114 -0.366
N1 2.327 0.130 0.107
C1 1.422 -0.554 -0.295
N2 0.337 -0.836 0.575
S1 -1.220 -1.035 -0.070
C2 -1.832 0.682 0.007
H2 1.269 -1.044 -1.324
H3 0.495 -0.401 1.461
H4 -2.055 0.847 1.017
H5 -1.201 1.471 -0.546
H6 -2.786 0.625 -0.565

Output
- HOMO (Eh) = -0.329
- charge = 0
- energy relative to the best compared isomer or geometry (same formula, charge and spin) (kcal/mol) = 26.9
- calculated total energy (Eh) = -587.46121
- spin multiplicity = 1
- structure (SMILES) = [H]/N=C/NSC
- LUMO level (eV) = 1.0
- molar mass (u) = 90.15

(5)
Entry from OMol25: C47H110AsF6N6O6 as an isolated structure in a non-equilibrium geometry (ωB97M-V/def2-TZVPD).

Element x y z (Å)
As1 0.748 -1.228 -0.726
F1 0.728 -1.519 1.091
F2 2.435 -0.700 -0.568
F3 0.905 -0.727 -2.427
F4 -0.981 -1.628 -0.919
F5 0.272 0.470 -0.374
F6 1.145 -2.931 -1.056
C1 -6.187 -0.809 -0.077
C2 -5.870 -1.892 0.993
C3 -5.132 -3.188 0.499
C4 -3.601 -3.105 0.217
C5 -2.964 -2.606 1.494
C6 -3.523 -1.225 2.103
N1 -5.034 -1.360 2.132
O1 -5.630 -0.388 2.683
C7 -3.196 -0.017 1.222
C8 -2.982 -1.132 3.524
C9 -7.170 -2.436 1.635
H1 -5.434 -0.685 -0.858
H2 -6.431 0.204 0.244
H3 -7.048 -1.062 -0.698
H4 -5.729 -3.487 -0.365
H5 -5.315 -4.017 1.183
H6 -3.413 -2.542 -0.698
H7 -3.271 -4.102 -0.073
H8 -1.919 -2.470 1.207
H9 -2.965 -3.355 2.286
H10 -2.111 0.086 1.203
H11 -3.530 0.976 1.525
H12 -3.561 -0.211 0.214
H13 -3.399 -1.786 4.291
H14 -3.099 -0.124 3.923
H15 -1.920 -1.364 3.616
H16 -7.681 -3.106 0.941
H17 -7.926 -1.659 1.741
H18 -7.021 -3.079 2.502
C10 1.895 3.195 -0.701
C11 3.134 3.791 -0.052
C12 4.128 2.629 0.211
C13 4.731 2.011 -1.032
C14 5.377 3.117 -1.895
C15 4.359 4.170 -2.344
N2 3.679 4.700 -1.076
O2 3.101 5.881 -1.131
C16 3.281 3.642 -3.370
C17 5.151 5.291 -2.941
C18 2.717 4.582 1.244
H19 2.051 2.426 -1.457
H20 1.233 3.987 -1.050
H21 1.433 2.543 0.043
H22 3.626 1.840 0.772
H23 4.998 2.837 0.837
H24 4.027 1.314 -1.488
H25 5.587 1.376 -0.801
H26 5.776 2.688 -2.814
H27 6.242 3.474 -1.336
H28 3.492 3.885 -4.410
H29 2.277 4.037 -3.217
H30 3.169 2.564 -3.252
H31 5.830 5.813 -2.269
H32 4.598 5.827 -3.713
H33 5.845 4.826 -3.646
H34 2.296 3.927 2.008
H35 2.032 5.372 0.942
H36 3.524 4.991 1.853
C19 -2.991 2.365 -1.323
C20 -3.458 2.440 -2.752
N3 -2.418 2.406 -3.886
C21 -1.451 3.566 -3.684
C22 -1.654 1.050 -3.946
C23 -2.521 -0.164 -4.318
C24 -3.050 2.477 -5.350
C25 -3.076 3.828 -6.034
O3 -3.648 4.862 -5.263
C26 -3.771 6.061 -5.994
H37 -3.931 2.171 -0.807
H38 -2.452 3.276 -1.063
H39 -2.304 1.528 -1.191
H40 -3.975 3.368 -2.995
H41 -4.085 1.605 -3.065
H42 -2.044 4.403 -3.310
H43 -1.067 3.951 -4.625
H44 -0.747 3.464 -2.858
H45 -1.263 0.951 -2.934
H46 -0.870 1.269 -4.670
H47 -1.871 -1.040 -4.365
H48 -2.856 -0.166 -5.354
H49 -3.253 -0.411 -3.551
H50 -4.099 2.198 -5.241
H51 -2.642 1.758 -6.058
H52 -3.886 3.647 -6.746
H53 -2.124 4.099 -6.494
H54 -4.276 6.797 -5.372
H55 -4.419 5.884 -6.854
H56 -2.788 6.430 -6.290
C27 -0.458 1.801 2.651
C28 -1.304 2.995 2.405
N4 -1.744 3.823 3.701
C29 -2.679 2.855 4.490
C30 -0.540 4.292 4.532
C31 0.368 5.303 3.752
C32 -2.545 5.056 3.093
C33 -2.837 6.095 4.145
O4 -3.435 5.632 5.273
C34 -3.572 6.531 6.406
H57 -0.221 1.369 1.676
H58 -0.886 0.979 3.229
H59 0.523 1.739 3.126
H60 -2.171 2.776 1.783
H61 -0.730 3.640 1.736
H62 -3.024 3.352 5.394
H63 -1.982 2.054 4.729
H64 -3.469 2.614 3.782
H65 0.059 3.399 4.709
H66 -0.812 4.716 5.497
H67 0.612 5.142 2.705
H68 1.242 5.433 4.391
H69 -0.129 6.273 3.740
H70 -3.362 4.541 2.590
H71 -1.901 5.553 2.369
H72 -3.231 7.019 3.704
H73 -2.013 6.701 4.546
H74 -4.499 7.087 6.273
H75 -2.729 7.209 6.549
H76 -3.569 5.890 7.286
C35 5.413 -7.336 0.523
C36 4.740 -5.889 0.490
N5 5.305 -4.886 1.569
C37 6.833 -4.716 1.264
C38 4.625 -3.551 1.421
C39 3.141 -3.648 1.462
C40 5.203 -5.447 3.023
C41 5.805 -4.498 4.085
O5 7.197 -4.452 3.913
C42 7.860 -3.498 4.747
H77 6.425 -7.262 0.129
H78 4.708 -7.958 -0.025
H79 5.539 -7.625 1.565
H80 3.653 -5.952 0.489
H81 4.963 -5.472 -0.492
H82 6.861 -4.767 0.176
H83 7.359 -5.612 1.585
H84 7.104 -3.774 1.732
H85 4.943 -3.127 0.467
H86 4.922 -2.790 2.143
H87 2.784 -4.352 2.217
H88 2.716 -4.092 0.562
H89 2.579 -2.743 1.685
H90 5.815 -6.346 3.076
H91 4.231 -5.763 3.402
H92 5.616 -4.901 5.084
H93 5.423 -3.485 4.235
H94 7.192 -3.084 5.502
H95 8.402 -2.707 4.226
H96 8.666 -4.016 5.268
C43 -1.658 -4.507 -2.215
N6 -0.965 -5.489 -3.222
C44 -1.987 -5.813 -4.307
C45 0.264 -4.941 -3.923
C46 -0.520 -6.764 -2.426
C47 0.402 -6.493 -1.220
O6 0.209 -7.547 -0.283
H97 -1.007 -4.109 -1.440
H98 -2.563 -5.020 -1.896
H99 -1.954 -3.663 -2.839
H100 -1.431 -6.203 -5.157
H101 -2.415 -4.857 -4.606
H102 -2.784 -6.451 -3.929
H103 0.764 -4.468 -3.079
H104 -0.038 -4.312 -4.759
H105 0.895 -5.718 -4.351
H106 -0.127 -7.486 -3.141
H107 -1.516 -7.156 -2.213
H108 0.480 -5.520 -0.734
H109 1.380 -6.657 -1.680
H110 0.791 -7.556 0.481

Output
- HOMO (Eh) = -0.661
- charge = +5
- energy relative to the best compared isomer or geometry (same formula, charge and spin) (kcal/mol) = 69.9
- calculated total energy (Eh) = -5469.67242
- spin multiplicity = 1
- LUMO level (eV) = -13.1
- molar mass (u) = 1044.34

(6)
Entry from OMol25: a 13-piece molecular cluster, C8H40O12 overall in a non-equilibrium geometry (ωB97M-V/def2-TZVPD).

Element x y z (Å)
C1 0.255 4.353 0.785
C2 -0.051 3.940 -0.620
C3 -1.098 2.880 -1.024
C4 -1.135 1.637 -0.238
C5 0.149 0.860 -0.684
C6 0.427 0.407 -2.089
C7 -0.468 -0.004 -2.971
C8 0.049 -0.725 -4.194
H1 -0.565 4.232 1.470
H2 0.894 5.287 0.794
H3 0.814 3.534 1.289
H4 -0.303 4.852 -1.220
H5 0.956 3.736 -0.956
H6 -2.054 3.356 -0.873
H7 -0.953 2.849 -2.160
H8 -1.233 1.846 0.804
H9 -2.018 0.959 -0.435
H10 1.027 1.561 -0.497
H11 0.346 0.010 0.101
H12 1.589 0.304 -2.257
H13 -1.630 0.205 -2.844
H14 -0.759 -1.266 -4.747
H15 0.799 -1.473 -3.972
H16 0.642 -0.048 -4.995
H17 0.607 -2.083 -0.177
H18 1.788 -1.201 -0.689
O1 1.401 -2.092 -0.624
H19 -1.891 -1.848 0.060
H20 -0.983 -0.983 -1.003
O2 -1.070 -1.172 -0.034
H21 2.480 -1.072 4.165
H22 2.025 -1.695 2.984
O3 2.514 -1.133 3.246
H23 -0.865 -2.510 3.420
H24 0.161 -1.511 3.725
O4 -0.176 -2.302 4.064
H25 -3.963 0.044 -1.088
H26 -4.038 -1.749 -0.670
O5 -4.349 -0.898 -1.089
H27 4.617 -0.889 -1.649
H28 3.973 0.102 -2.491
O6 3.810 -0.346 -1.704
H29 -2.297 0.390 4.281
H30 -1.675 0.630 3.023
O7 -2.065 1.119 3.784
H31 0.182 -0.290 1.554
H32 0.602 0.705 2.573
O8 0.224 -0.171 2.566
H33 1.675 -4.704 0.630
H34 1.114 -3.898 -0.606
O9 0.792 -4.476 0.074
H35 2.395 2.320 2.780
H36 3.548 1.378 2.958
O10 3.330 2.171 2.532
H37 -0.137 -2.293 1.695
H38 -0.627 -3.550 0.887
O11 -0.867 -2.924 1.613
H39 -2.269 -2.793 -2.737
H40 -3.085 -1.727 -3.661
O12 -2.560 -1.839 -2.860

Output
- HOMO (Eh) = -0.345
- charge = 0
- energy relative to the best compared isomer or geometry (same formula, charge and spin) (kcal/mol) = 179.6
- calculated total energy (Eh) = -1231.42482
- spin multiplicity = 1
- LUMO level (eV) = 0.0
- molar mass (u) = 328.40

Question: What is the formula in the first record?
Answer: C3H7N3S

Question: Among the records above, which one has the highest calculated total energy?
Answer: C2H6N2S

Question: What is the formula in the third record?
Answer: C17H25CrN3O3S